Model A:
Here is C6H8N2 as an isolated structure from the Open Molecules 2025 dataset. Energies are from ωB97M-V with the def2-TZVPD basis set.

```
16
Properties=species:S:1:pos:R:3
H -1.83 1.16 1.13
H -0.23 0.21 1.44
C 0.91 -0.90 -1.51
C 0.35 -0.97 -0.26
C -1.18 1.06 -0.10
H -1.24 -0.78 -1.57
H -1.80 -0.78 0.49
N 1.42 -0.65 -2.55
H 2.51 -1.17 0.71
N 0.40 1.42 -0.18
C 0.62 0.24 0.59
H 1.03 -1.36 1.98
C 1.37 -0.97 0.85
H 0.85 2.36 0.47
C -1.23 -0.56 -0.46
H -1.95 1.70 -1.03
```

Values from the calculation:
- Kohn-Sham gap (eV) = 9.652

---

Model B:
Here is a single C6H8N2 molecule from the Open Molecules 2025 dataset. Energies are from ωB97M-V with the def2-TZVPD basis set.

```
16
Properties=species:S:1:pos:R:3
H 0.03 -2.10 -0.78
C 1.40 1.46 -0.21
C 3.24 -0.58 0.41
H -2.33 1.53 0.26
C 2.43 0.25 -0.21
H -1.97 -0.98 -1.42
H 0.07 -1.40 0.92
C -2.25 0.41 0.61
H 4.27 -1.18 0.04
H 1.74 2.44 -0.18
N 0.10 1.25 -0.38
C -1.53 -0.32 -0.57
N -0.25 -0.01 -0.89
C -0.28 -1.35 -0.10
H -3.05 -0.02 1.04
H -1.61 0.61 1.46
```

Values from the calculation:
- SMILES = C#C/C=N\N1C[C@H]1C
- Kohn-Sham gap (eV) = 8.209

---

Referenced to the most stable arrangement, the calculated values in kcal/mol are model A 28.6; model B 0.0.

---

Model A:
Here is a single C6H8N2 molecule from the Open Molecules 2025 dataset. Energies are from ωB97M-V with the def2-TZVPD basis set.

```
16
Properties=species:S:1:pos:R:3
N -2.68 -0.31 0.54
H 0.66 1.83 -0.49
H 1.05 -2.37 -0.77
C -1.34 -0.30 0.31
H 0.82 0.56 3.22
C 0.22 0.33 2.37
H 0.81 1.34 -2.19
C 1.10 1.09 -1.17
H -3.22 -0.26 -0.31
C 0.62 -0.30 -0.81
N -0.78 -0.48 -0.84
H 2.52 -1.26 -0.68
C -0.44 0.03 1.40
H 2.19 1.17 -1.09
C 1.44 -1.36 -0.78
H -3.00 0.30 1.28
```

Values from the calculation:
- SMILES = C#C/C(N)=N\C(=C)C
- Kohn-Sham gap (eV) = 9.426

---

Model B:
Here is a 2-piece molecular cluster, C6H8N2 overall from the Open Molecules 2025 dataset. Energies are from ωB97M-V with the def2-TZVPD basis set.

```
16
Properties=species:S:1:pos:R:3
C 1.05 0.06 -1.21
C 1.60 -0.32 0.01
H -2.08 0.24 0.96
C -1.39 -0.62 0.97
H -1.61 -1.04 -1.10
H -0.91 -0.88 1.92
H 1.34 -0.44 -2.15
H -0.35 1.45 -2.13
H 2.34 -1.13 0.08
C 0.13 1.09 -1.20
H 0.07 1.77 1.98
C -1.13 -1.30 -0.14
N -0.23 1.71 -0.07
N 1.26 0.29 1.16
H -0.44 -2.16 -0.14
C 0.36 1.27 1.05
```

Values from the calculation:
- SMILES = c1cncnc1.C=C
- Kohn-Sham gap (eV) = 10.426

---

Model C:
Here is a single C6H8N2 molecule from the Open Molecules 2025 dataset. Energies are from ωB97M-V with the def2-TZVPD basis set.

```
16
Properties=species:S:1:pos:R:3
H 3.37 -1.30 0.34
H 3.14 0.44 0.95
C -0.67 0.93 0.14
H 1.27 1.85 -0.29
H -3.21 0.53 -0.59
H -1.29 1.87 0.16
C 2.87 -0.32 0.11
C 1.36 -0.29 -0.12
C 0.66 0.94 -0.32
H 3.35 0.06 -0.93
C -1.36 -0.35 -0.04
N 0.66 -1.39 0.00
C -2.85 -0.28 0.01
H -3.41 -1.14 -0.24
N -0.69 -1.45 -0.19
H -3.19 -0.09 1.02
```

Values from the calculation:
- SMILES = Cc1ccc(C)nn1
- Kohn-Sham gap (eV) = 9.264

---

Referenced to the most stable arrangement, the calculated values in kcal/mol are model A 26.5; model B 0.0; model C 9.0.

---

Model A:
Here is an isolated ion of composition C4H8N and charge +1 from the Open Molecules 2025 dataset. Energies are from ωB97M-V with the def2-TZVPD basis set.

```
13
Properties=species:S:1:pos:R:3
H 0.03 2.30 -0.93
C 0.27 -1.61 -0.41
H 1.46 -0.01 1.21
C -0.07 1.12 0.57
C -0.66 1.51 -0.60
H -0.70 0.80 -1.34
H -0.32 -0.95 -1.21
H 0.19 0.11 2.40
N -0.30 -1.18 0.72
H 1.38 -1.52 -0.62
H -0.05 -2.65 -0.69
C 0.29 -0.05 1.32
H -1.49 2.13 -0.44
```

Values from the calculation:
- charge = +1
- Kohn-Sham gap (alpha / beta) (eV) = 7.928 / 8.109

---

Model B:
Here is a 2-piece molecular cluster, C4H8N overall from the Open Molecules 2025 dataset. Energies are from ωB97M-V with the def2-TZVPD basis set.

```
13
Properties=species:S:1:pos:R:3
C 1.80 -0.03 -0.06
H -2.69 0.17 -0.24
C -0.59 0.76 -0.34
H 2.38 0.88 0.32
H -0.54 0.30 1.93
C -1.71 0.00 0.22
C -0.55 -0.77 -0.32
H -1.44 -0.11 1.46
H -0.72 1.22 -1.29
H 2.13 -1.02 0.25
N 0.43 0.06 0.33
H -0.30 -1.38 -1.15
H 1.80 -0.08 -1.11
```

Values from the calculation:
- charge = +1
- Kohn-Sham gap (eV) = 9.427

---

Model C:
Here is an isolated ion of composition C4H8N and charge +1 from the Open Molecules 2025 dataset. Energies are from ωB97M-V with the def2-TZVPD basis set.

```
13
Properties=species:S:1:pos:R:3
H 1.27 0.69 2.01
H -0.22 -2.11 0.57
H -1.05 -1.71 -0.94
C 0.17 -0.13 0.07
C -0.69 -1.26 0.08
H -1.64 -0.91 0.51
C 1.62 -0.04 -0.12
H -1.39 0.74 -1.10
C 1.15 0.21 1.06
N -0.67 1.14 -0.57
H -0.94 1.64 0.29
H 2.58 -0.10 -0.74
H -0.18 1.84 -1.13
```

Values from the calculation:
- SMILES = CC1([NH3+])C=C1
- charge = +1
- Kohn-Sham gap (eV) = 11.931

---

Referenced to the most stable arrangement, the calculated values in kcal/mol are model A 98.2; model B 87.9; model C 0.0.

---

Model A:
Here is an isolated ion of composition C4H8N and charge +1 from the Open Molecules 2025 dataset. Energies are from ωB97M-V with the def2-TZVPD basis set.

```
13
Properties=species:S:1:pos:R:3
H 1.23 -1.43 0.63
C -1.37 0.40 0.11
N -0.09 0.02 -0.51
H -1.87 1.27 -0.29
C 1.05 -0.30 0.30
H -1.23 -1.79 -0.16
H 0.18 0.58 -1.32
H 2.74 0.37 1.31
C -1.26 -0.84 -0.68
H 1.80 1.67 0.43
C 1.90 0.63 0.69
H -1.40 0.32 1.19
H -1.68 -0.89 -1.68
```

Values from the calculation:
- SMILES = C=C[NH+]1CC1
- charge = +1
- Kohn-Sham gap (eV) = 11.901

---

Model B:
Here is an isolated ion of composition C4H8N and charge +1 from the Open Molecules 2025 dataset. Energies are from ωB97M-V with the def2-TZVPD basis set.

```
13
Properties=species:S:1:pos:R:3
C 0.17 1.34 -0.10
H -0.78 -1.40 -0.69
N 0.98 0.22 0.16
H 1.72 -1.54 0.35
H -1.95 -0.17 -0.86
H -0.19 1.41 -1.23
H 0.47 2.25 0.34
H -1.96 -1.17 0.47
C 1.85 -0.63 -0.07
H -1.24 0.58 1.75
C -1.29 -0.72 -0.14
H 2.73 -0.45 -0.66
C -0.51 0.27 0.67
```

Values from the calculation:
- SMILES = C=[N+]1C[C@H]1C
- charge = +1
- Kohn-Sham gap (eV) = 11.166

---

Referenced to the most stable arrangement, the calculated values in kcal/mol are model A 0.0; model B 48.5.

---

Model A:
Here is a 2-piece molecular cluster, C4H8N overall from the Open Molecules 2025 dataset. Energies are from ωB97M-V with the def2-TZVPD basis set.

```
13
Properties=species:S:1:pos:R:3
H -0.04 1.48 -1.75
N -0.42 -0.30 -0.35
C -1.50 -1.14 -0.07
H -1.32 -2.01 -0.57
C 2.09 -0.36 0.34
H -1.35 -1.34 0.98
H 2.39 -1.35 0.79
H -0.78 2.17 0.88
H -2.35 -0.66 -0.66
C 0.04 0.77 -0.92
H 3.07 0.12 0.15
H -0.79 2.64 1.42
C 0.94 -0.03 -0.24
```

Values from the calculation:
- charge = +1
- Kohn-Sham gap (eV) = 8.544

---

Model B:
Here is a 2-piece molecular cluster, C4H8N overall from the Open Molecules 2025 dataset. Energies are from ωB97M-V with the def2-TZVPD basis set.

```
13
Properties=species:S:1:pos:R:3
H -2.25 0.00 -0.98
C -1.60 -0.01 -0.06
N 0.95 -0.04 0.59
H -1.73 0.81 0.76
H 1.63 -1.09 -1.13
H 0.71 1.98 0.35
H 1.54 1.07 -1.14
H 0.51 0.15 2.08
C 0.85 -1.06 -0.38
C -0.16 0.00 -0.36
H 0.58 -2.00 -0.03
C 0.79 1.06 -0.32
H -1.83 -0.87 0.62
```

Values from the calculation:
- charge = +1
- Kohn-Sham gap (eV) = 9.907

---

Referenced to the most stable arrangement, the calculated values in kcal/mol are model A 9.1; model B 0.0.

---

Model A:
Here is a 2-piece molecular cluster, C2H4FNO2 overall from the Open Molecules 2025 dataset. Energies are from ωB97M-V with the def2-TZVPD basis set.

```
10
Properties=species:S:1:pos:R:3
H -1.22 1.17 0.88
H 0.85 -1.74 0.95
C -1.72 0.89 -0.04
N 1.46 0.03 0.01
O 1.51 0.64 -1.06
O 1.88 0.49 1.08
H 0.55 -1.62 -0.91
H -1.49 1.27 -1.02
F -2.72 0.07 0.07
C 0.89 -1.20 0.03
```

Values from the calculation:
- Kohn-Sham gap (alpha / beta) (eV) = 11.004 / 6.168

---

Model B:
Here is a 2-piece molecular cluster, C2H4FNO2 overall from the Open Molecules 2025 dataset. Energies are from ωB97M-V with the def2-TZVPD basis set.

```
10
Properties=species:S:1:pos:R:3
C -0.74 1.37 0.32
O 0.68 -2.30 0.66
O -0.85 -1.79 -0.78
H -0.43 1.50 1.34
C 0.72 -0.26 -0.30
H -0.50 2.14 -0.38
N 0.14 -1.54 -0.12
F 1.81 -0.03 0.43
H -1.65 0.82 0.16
H 0.82 0.07 -1.33
```

Values from the calculation:
- Kohn-Sham gap (eV) = 9.279

---

Referenced to the most stable arrangement, the calculated values in kcal/mol are model A 32.5; model B 0.0.

---

Model A:
Here is a 2-piece molecular cluster, C3H10NS overall from the Open Molecules 2025 dataset. Energies are from ωB97M-V with the def2-TZVPD basis set.

```
15
Properties=species:S:1:pos:R:3
H -3.10 0.40 -1.19
H -3.06 2.15 -1.59
C 3.04 -0.54 -0.55
H -1.61 1.13 -1.74
H -0.83 0.64 1.49
N -2.23 1.62 0.25
H 2.71 -0.34 -1.59
H -1.71 -0.45 0.41
H -1.48 2.31 0.24
C -1.78 0.45 1.02
C -2.50 1.31 -1.17
H 3.89 -1.21 -0.64
H -2.52 0.27 1.81
S 1.64 -1.43 0.25
H 3.36 0.37 -0.06
```

Values from the calculation:
- charge = -1
- Kohn-Sham gap (eV) = 5.935

---

Model B:
Here is a 2-piece molecular cluster, C3H10NS overall from the Open Molecules 2025 dataset. Energies are from ωB97M-V with the def2-TZVPD basis set.

```
15
Properties=species:S:1:pos:R:3
C 1.09 1.61 1.65
H -1.52 -3.17 -0.98
H 1.48 2.61 1.48
H -0.20 0.40 -0.44
C 0.86 0.72 -0.57
S -2.86 -1.47 0.26
N 1.69 0.77 0.61
C -1.87 -2.15 -1.18
H 0.87 1.73 -1.01
H -2.58 -2.22 -2.02
H 1.11 0.05 -1.40
H -0.98 -1.56 -1.45
H 0.00 1.72 1.47
H 1.69 -0.20 0.93
H 1.23 1.16 2.63
```

Values from the calculation:
- charge = -1
- Kohn-Sham gap (eV) = 6.056

---

Referenced to the most stable arrangement, the calculated values in kcal/mol are model A 0.0; model B 2.9.